(1)
C33H48N7O6PTi | wB97M-V/def2-TZVPD

```
96
Properties=species:S:1:pos:R:3:lowdin_spin:R:1
Ti 0.02987 -0.36922 0.14074 1.00
O 1.55844 2.12836 -0.70765 0.13
C 0.38792 1.93478 -0.06073 0.26
N 0.45332 1.29424 1.13224 0.10
C -0.40894 1.65898 2.24339 0.02
C -1.10548 0.42894 2.75342 0.02
C -1.60455 0.31777 4.03912 0.00
C -2.23933 -0.85234 4.42457 0.03
C -2.35614 -1.86803 3.48595 0.00
C -1.83291 -1.68032 2.22450 0.02
N -1.19756 -0.55938 1.84893 0.01
C -0.77976 2.53053 -0.66316 0.02
C -0.65983 3.40746 -1.75510 0.06
C -1.79879 3.90910 -2.33838 0.00
C -3.03815 3.56661 -1.80419 0.08
C -3.06134 2.70640 -0.71905 -0.01
N -1.98306 2.18081 -0.15625 0.08
H 0.20382 2.09648 3.04272 0.01
H -1.16253 2.39163 1.95271 0.00
H -1.49885 1.14865 4.72455 0.00
H -2.63823 -0.96448 5.42351 0.00
H -2.84925 -2.79783 3.73444 0.00
H -1.92697 -2.44413 1.46549 0.00
H 0.32821 3.64483 -2.12216 0.00
H -1.73547 4.55606 -3.20447 0.00
H -3.95686 3.95832 -2.21905 0.01
H -4.00899 2.41775 -0.27780 0.00
C -5.53998 -0.70455 -2.27605 0.00
C -4.33589 -1.19813 -1.47927 0.00
C -4.51310 -0.84481 -0.00128 0.00
C -4.19005 -2.71125 -1.65182 0.00
O -3.20956 -0.45530 -2.00750 0.00
P -1.65864 -0.88042 -1.97723 0.00
O -1.34128 -1.51066 -0.62880 0.02
O -0.83984 0.29797 -2.32750 0.02
O -1.55276 -2.07528 -3.05456 0.00
C -1.44767 -1.87511 -4.48377 0.00
C -1.76375 -3.24388 -5.07983 0.00
C -0.01771 -1.46691 -4.84210 0.00
C -2.43515 -0.83063 -5.00185 0.00
H -6.46355 -1.08118 -1.83505 0.00
H -5.48018 -1.04116 -3.31206 0.00
H -5.55419 0.38603 -2.26618 0.00
H -5.19361 -1.54668 0.48279 0.00
H -4.92583 0.15853 0.10034 0.00
H -3.54708 -0.86955 0.49669 0.00
H -5.09336 -3.20663 -1.29514 0.00
H -3.33147 -3.07825 -1.09079 0.00
H -4.04248 -2.95896 -2.70300 0.00
H -1.09676 -3.98997 -4.64305 0.00
H -1.62652 -3.23001 -6.16124 0.00
H -2.79373 -3.52750 -4.85761 0.00
H 0.68245 -2.24282 -4.52061 0.00
H 0.23116 -0.53516 -4.33455 0.00
H 0.07342 -1.33203 -5.92030 0.00
H -3.45664 -1.11036 -4.74477 0.00
H -2.35453 -0.75293 -6.08657 0.00
H -2.21775 0.13955 -4.55526 0.00
C 3.77891 -4.21778 -3.25819 0.00
N 2.67315 -3.30263 -3.04370 0.01
C 2.92604 -1.95661 -2.56834 0.01
C 1.66945 -1.67482 -1.74821 0.04
O 1.44773 -0.61770 -1.13890 0.00
N 0.89627 -2.77583 -1.73876 0.01
C 1.50235 -3.68770 -2.45074 0.01
N 1.01491 -4.94227 -2.57919 0.01
H 4.41996 -3.83932 -4.05290 0.00
H 3.40290 -5.19488 -3.55026 0.00
H 4.37912 -4.34190 -2.35042 0.00
H 3.03639 -1.25322 -3.39591 0.00
H 3.82307 -1.90739 -1.94537 0.00
H 0.05476 -5.00773 -2.27187 0.00
H 1.22110 -5.42633 -3.43775 0.00
C 4.64352 0.16242 0.14373 0.00
N 3.64307 0.90154 0.89653 0.00
C 4.17657 2.18492 1.32560 0.00
C 3.13002 0.16216 2.06308 0.00
C 2.64269 -1.24628 1.78672 0.01
C 3.53019 -2.26875 2.12878 0.00
C 3.21010 -3.60367 1.94781 0.01
C 1.95531 -3.92275 1.45894 0.00
C 1.06092 -2.90786 1.14056 0.01
C 1.36110 -1.53847 1.26011 -0.01
H 4.88844 0.71176 -0.76805 0.00
H 4.23524 -0.80703 -0.12842 0.00
H 5.57073 0.00799 0.71752 0.00
H 2.25393 1.64476 -0.17237 0.00
H 5.05238 2.06914 1.98228 0.00
H 3.40909 2.73665 1.87015 0.00
H 4.46674 2.77154 0.45264 0.00
H 2.30919 0.74822 2.46772 0.00
H 3.92493 0.10733 2.82500 0.00
H 4.50066 -2.01021 2.54305 0.00
H 3.92234 -4.38032 2.20039 0.00
H 1.67924 -4.96346 1.31927 0.00
H 0.08900 -3.20382 0.76061 0.00
```

The value obtained for the frontier orbital gap (alpha / beta) is 5.4 / 8.0 eV. The highest occupied orbital energy (alpha / beta) comes out at -5.102 / -7.738 eV. Its spin multiplicity is 3.


(2)
C33H48O33 | wB97M-V/def2-TZVPD

```
114
Properties=species:S:1:pos:R:3:lowdin_charge:R:1
C 8.84186 -10.10547 7.51355 -0.07
O 9.65368 -11.02040 6.87243 0.01
C 9.86449 -12.24378 7.36038 -0.55
O 9.27651 -12.79272 8.28581 0.11
O 10.61612 -12.86288 6.45761 0.02
C 10.97068 -14.15481 6.55086 -0.10
H 9.09432 -10.11937 8.57382 0.10
H 7.79852 -10.38678 7.37063 0.10
H 8.95338 -9.05258 7.25452 0.10
H 10.53100 -14.53223 7.47408 0.09
H 12.04029 -14.36372 6.57067 0.10
H 10.54112 -14.85724 5.83660 0.10
C 19.50849 -9.45277 17.83831 -0.01
O 18.39915 -8.67576 17.32284 0.00
C 18.25077 -7.37462 17.43858 -0.61
O 19.11790 -6.58962 17.87650 0.07
O 17.03862 -7.06370 17.08253 0.01
C 16.60349 -5.73769 16.99336 -0.04
H 19.08351 -9.85222 18.75915 0.10
H 20.44216 -8.90497 17.96583 0.09
H 19.68858 -10.29367 17.16857 0.09
H 17.10589 -4.96836 17.57973 0.10
H 15.54279 -5.80954 17.23389 0.10
H 16.72450 -5.43575 15.95303 0.10
O 3.94637 -4.63810 10.37518 0.13
C 4.03956 -4.08461 11.46466 -0.48
O 5.16288 -3.60804 11.98574 0.07
C 5.05270 -3.29926 13.37091 -0.10
C 3.56713 -3.45332 13.62786 -0.18
O 3.05425 -4.02788 12.47728 0.04
H 5.49438 -4.06497 14.00865 0.14
H 5.32290 -2.27384 13.62314 0.13
H 3.01031 -2.54584 13.86137 0.13
H 3.48089 -4.11683 14.48834 0.13
O 9.77291 -3.64582 4.00284 0.11
C 9.12962 -2.83005 3.31405 -0.46
O 9.48655 -2.44802 1.98534 0.03
C 8.52119 -1.48765 1.52138 -0.14
C 7.37491 -1.60777 2.52781 -0.13
O 7.91914 -2.35270 3.59814 0.08
H 8.97450 -0.50411 1.39791 0.12
H 8.17423 -1.74436 0.52048 0.12
H 6.49987 -2.02439 2.02896 0.13
H 7.15239 -0.55736 2.71544 0.13
O 10.89417 0.37289 17.14615 0.14
C 11.60980 0.67261 18.07952 -0.59
O 11.42864 1.74138 18.87871 0.08
C 12.21072 1.63964 20.05703 -0.13
C 13.03741 0.41992 19.83778 -0.11
O 12.59982 -0.01744 18.55369 0.08
H 13.01654 2.30964 20.35680 0.13
H 11.54046 1.47540 20.90076 0.13
H 13.02569 -0.40547 20.54960 0.14
H 14.06117 0.67884 19.56762 0.13
O 11.22247 4.06941 10.04040 0.08
C 10.04982 3.78374 10.43300 -0.53
O 9.66125 2.62133 10.91370 0.08
C 8.29246 2.61929 11.23969 -0.11
C 7.75909 3.95258 10.62898 -0.09
O 9.00002 4.61406 10.37997 0.06
H 7.68156 1.86381 10.74558 0.13
H 8.20455 2.56823 12.32494 0.13
H 7.01148 4.38835 11.29177 0.13
H 7.31861 3.72735 9.65772 0.13
O 10.74564 -6.23968 12.25878 0.16
C 11.09102 -5.21243 11.75434 -0.57
O 11.59419 -4.12389 12.36266 0.08
C 11.75060 -3.04370 11.48066 -0.14
C 11.22011 -3.61217 10.18412 -0.13
O 10.99350 -4.97062 10.44805 0.08
H 11.20610 -2.15933 11.81159 0.13
H 12.78794 -2.72847 11.36812 0.13
H 12.02387 -3.42814 9.47124 0.13
H 10.32210 -3.03706 9.95842 0.13
O 17.19456 -4.19269 8.28843 0.15
C 16.76260 -5.24391 7.90006 -0.65
O 17.11274 -5.80212 6.74869 0.08
C 16.24967 -6.90833 6.50629 -0.11
C 15.72740 -7.26405 7.90139 -0.08
O 15.90915 -5.97960 8.52587 0.09
H 15.39959 -6.62469 5.88581 0.13
H 16.87743 -7.71252 6.12247 0.13
H 16.32458 -8.10387 8.25662 0.13
H 14.65373 -7.44903 7.93476 0.13
O 14.26735 -13.47633 11.23426 0.14
C 14.04950 -12.99630 12.31786 -0.65
O 12.87212 -12.94360 12.72951 0.13
C 12.82815 -12.22011 13.94211 -0.11
C 14.28972 -12.08969 14.38093 -0.13
O 14.94438 -12.58070 13.23670 0.09
H 12.36667 -11.23345 13.98259 0.14
H 12.39018 -12.84017 14.72428 0.13
H 14.39000 -12.57404 15.35224 0.13
H 14.39177 -11.01756 14.54891 0.13
O 6.26328 -10.25074 15.33506 0.11
C 5.47888 -10.38493 14.38047 -0.52
O 4.60794 -11.38254 14.10813 0.07
C 3.88214 -11.10063 12.90613 -0.12
C 4.64903 -9.95439 12.27713 -0.11
O 5.48195 -9.53739 13.34724 0.06
H 3.79549 -12.02207 12.33034 0.13
H 2.84749 -10.78562 13.04167 0.12
H 3.94398 -9.16382 12.02023 0.13
H 5.15778 -10.37711 11.41077 0.13
O 18.38107 -0.21231 14.82624 0.08
C 17.86989 0.41229 13.85268 -0.56
O 18.61685 0.96196 12.96600 0.09
C 17.92806 1.65974 11.97030 -0.11
C 16.52719 1.55363 12.50832 -0.11
O 16.56558 0.69820 13.65735 0.08
H 18.20500 2.71150 11.89818 0.13
H 18.14704 1.19395 11.00948 0.14
H 15.79172 1.20728 11.78221 0.13
H 16.23365 2.52615 12.90345 0.13
```

As for the structure (SMILES): COC(=O)OC.COC(=O)OC.O=C1OCCO1.O=C1OCCO1.O=C1OCCO1.O=C1OCCO1.O=C1OCCO1.O=C1OCCO1.O=C1OCCO1.O=C1OCCO1.O=C1OCCO1. Its energy above the lowest of the compared OMol25 structures with the same formula, charge and spin is 152.9 kcal/mol. The value obtained for the frontier orbital gap is 10.2 eV. The highest occupied orbital energy comes out at -10.248 eV. Its spin multiplicity is 1.


(3)
C33H48O6S | wB97M-V/def2-TZVPD

```
88
Properties=species:S:1:pos:R:3:lowdin_charge:R:1
C 8.44457 -3.01092 0.83792 -0.10
C 8.33621 -2.69815 -0.65953 -0.27
C 7.11616 -1.87358 -1.01793 -0.23
C 7.28923 -0.36652 -0.73968 -0.21
C 6.27490 0.19805 0.24811 -0.23
C 4.90586 0.45178 -0.36896 -0.21
C 3.89154 0.83995 0.71781 -0.21
C 2.44325 0.45532 0.39967 -0.20
C 1.56548 1.61877 -0.12245 -0.21
C 0.11430 1.32887 0.22007 -0.20
C -0.82426 2.52892 -0.00957 -0.18
C -2.09414 2.20934 -0.81032 -0.16
C -3.40021 2.44087 -0.00450 -0.11
C -3.62150 1.28918 0.89236 -0.08
C -4.35181 0.18893 0.69046 -0.07
C -5.18656 -0.16047 -0.48448 -0.09
C -6.51618 -0.83901 -0.07502 -0.15
C -6.83846 -2.11585 -0.88337 -0.20
C -6.77710 -3.36663 -0.00587 -0.22
S -7.79352 -4.70081 -0.64034 0.59
O -6.95193 -5.85267 -0.76497 -0.29
O -8.50901 -4.30622 -1.80396 -0.26
O -8.84069 -4.99808 0.52557 -0.15
C -4.17215 -0.67894 1.88366 -0.34
O -4.58429 -1.80903 2.09523 0.14
O -3.38274 -0.01115 2.80111 0.15
C -2.99716 1.19921 2.23616 -0.34
O -2.28435 1.98643 2.82971 0.15
H 9.48149 -3.17906 1.10908 0.06
H 7.92561 -3.92793 1.08423 0.07
H 8.08155 -2.18331 1.43895 0.06
H 8.25071 -3.64950 -1.17909 0.10
H 9.26367 -2.24910 -1.00031 0.10
H 6.22244 -2.25697 -0.53203 0.11
H 6.96543 -1.98288 -2.08914 0.10
H 7.33544 0.19681 -1.66532 0.11
H 8.27165 -0.25186 -0.28235 0.10
H 6.21320 -0.47918 1.09759 0.10
H 6.66568 1.14389 0.61631 0.11
H 4.57626 -0.41529 -0.92950 0.11
H 5.04385 1.32360 -1.00355 0.11
H 3.99535 1.87706 1.01487 0.10
H 4.17427 0.26364 1.59640 0.10
H 1.98736 0.15816 1.34153 0.09
H 2.37403 -0.41089 -0.24941 0.11
H 1.91570 2.55070 0.30842 0.10
H 1.72845 1.63004 -1.19804 0.11
H 0.09228 1.09381 1.27895 0.09
H -0.20990 0.48185 -0.37803 0.11
H -0.27491 3.29709 -0.54798 0.11
H -1.07842 2.96454 0.94815 0.09
H -2.08772 1.15258 -1.06188 0.09
H -2.14260 2.78409 -1.72588 0.11
H -3.30364 3.37152 0.54447 0.13
H -4.22007 2.55763 -0.70203 0.11
H -5.43991 0.75241 -1.00619 0.11
H -4.62777 -0.78617 -1.17457 0.12
H -6.50882 -1.09903 0.97001 0.09
H -7.31871 -0.13466 -0.24452 0.11
H -6.18304 -2.23123 -1.73400 0.11
H -7.85939 -2.04133 -1.23523 0.10
H -5.76757 -3.74905 0.05270 0.11
H -7.11517 -3.13808 0.99782 0.10
H -8.33720 -5.12543 1.33798 0.09
C -2.00701 0.18884 -4.05497 -0.11
C -1.22426 1.15264 -4.67455 -0.10
C -1.71075 1.83361 -5.78148 -0.09
C -2.97829 1.54825 -6.27033 -0.09
C -3.75802 0.57938 -5.65463 -0.09
C -3.27277 -0.09961 -4.54570 -0.10
H -1.62988 -0.33888 -3.18777 0.10
H -0.23500 1.37342 -4.29411 0.10
H -1.10177 2.58689 -6.26401 0.10
H -3.35798 2.08053 -7.13262 0.10
H -4.74394 0.35296 -6.03928 0.10
H -3.88152 -0.85510 -4.06469 0.09
C 3.06474 1.08107 5.93067 -0.10
C 3.81687 2.07725 5.32375 -0.10
C 3.29466 2.77721 4.24541 -0.10
C 2.02715 2.47848 3.77006 -0.10
C 1.27721 1.47639 4.37035 -0.09
C 1.79610 0.77946 5.45271 -0.09
H 3.46757 0.53813 6.77589 0.10
H 4.80862 2.30775 5.69081 0.10
H 3.87800 3.55694 3.77202 0.10
H 1.62496 3.02843 2.92774 0.10
H 0.28853 1.24021 3.99580 0.09
H 1.21172 -0.00027 5.92366 0.10
```

As for the structure (SMILES): CCCCCCCCCCCCCC1=C(CCCCS(=O)(=O)O)C(=O)OC1=O.c1ccccc1.c1ccccc1. The value obtained for the frontier orbital gap is 8.2 eV. The highest occupied orbital energy comes out at -9.344 eV. Its spin multiplicity is 1.


Values of largest force on an atom, in order: 3.00 6.32 2.35, all in eV/A.